# C46H48Cl4Ge2N6O4PtS

A molecular structure, C46H48Cl4Ge2N6O4PtS at a distorted geometry (ωB97M-V/def2-TZVPD, the Open Molecules 2025 dataset).

Geometry as XYZ:
```
112
Properties=species:S:1:pos:R:3:forces:R:3:lowdin_charge:R:1
Pt -0.4079 -0.0247 -0.5630 0.897 0.357 0.350 0.989
C -2.9253 -0.7222 2.4688 -0.020 -0.017 -0.019 -0.167
C -1.5678 -1.3798 2.6905 -0.017 -0.011 0.027 -0.348
Ge -0.0640 -0.3555 1.9687 -0.369 0.116 -0.162 0.870
C 1.6333 -1.1941 2.4745 0.052 -0.008 -0.097 -0.361
C 1.7813 -1.1922 3.9980 0.021 0.007 0.041 -0.164
C -0.3014 1.3910 2.7765 0.055 -0.048 0.172 -0.252
C -0.9621 2.4024 2.2090 0.020 -0.028 0.053 -0.338
Ge -1.1082 2.3681 0.2340 -0.033 -0.334 0.027 0.956
C -2.9323 2.3599 -0.4842 -0.059 0.021 -0.043 -0.400
C -3.8941 3.4881 -0.1217 0.025 0.050 0.013 -0.159
C 0.1236 3.7266 -0.4749 0.039 0.087 -0.035 -0.331
C 0.4131 4.9804 0.3468 0.115 0.075 -0.055 -0.149
C -1.5026 3.5450 2.9989 -0.007 0.021 -0.046 -0.226
C -1.9286 4.7069 2.3600 -0.116 0.003 -0.021 -0.084
C -2.4454 5.7822 3.0677 -0.005 -0.030 0.004 -0.068
C -2.5579 5.7127 4.4465 0.016 0.004 0.003 -0.089
C -2.1578 4.5552 5.1027 -0.009 0.020 0.006 -0.081
C -1.6437 3.4866 4.3892 -0.004 -0.043 -0.001 -0.035
H -3.7164 -1.2832 2.9696 0.002 -0.004 -0.009 0.074
H -3.1691 -0.6982 1.4057 0.010 -0.006 -0.019 0.046
H -2.9468 0.3013 2.8497 0.004 -0.003 -0.001 0.057
H -1.5532 -2.3904 2.2876 0.019 -0.002 -0.005 0.043
H -1.3430 -1.4571 3.7616 -0.033 0.020 -0.003 0.066
H 2.4543 -0.6538 2.0078 0.047 0.056 -0.002 0.027
H 1.6570 -2.2157 2.0905 -0.051 0.003 -0.009 0.065
H 1.7562 -0.1806 4.4091 -0.001 -0.005 -0.021 0.061
H 2.7358 -1.6345 4.2902 -0.010 -0.006 0.003 0.071
H 0.9937 -1.7702 4.4843 -0.005 0.007 -0.010 0.064
H -0.1024 1.4036 3.8507 0.001 0.087 -0.006 0.057
H -3.3515 1.3971 -0.1897 -0.032 -0.011 0.015 0.022
H -2.7846 2.3178 -1.5650 0.013 0.001 -0.010 0.031
H -4.0778 3.5470 0.9512 0.013 -0.003 0.015 0.062
H -4.8577 3.3248 -0.6115 0.013 0.012 0.000 0.065
H -3.5270 4.4626 -0.4524 0.015 -0.012 0.015 0.069
H -0.2166 3.9825 -1.4802 -0.003 0.004 0.059 0.070
H 1.0521 3.1761 -0.5965 0.015 0.071 0.042 0.009
H -0.4121 5.6935 0.3393 0.097 0.004 -0.049 0.060
H 1.2812 5.4894 -0.0797 0.001 -0.004 -0.006 0.065
H 0.6448 4.7516 1.3891 0.001 0.002 -0.024 0.067
H -1.8539 4.7841 1.2834 -0.110 -0.065 0.111 0.063
H -2.7626 6.6709 2.5368 0.000 -0.001 0.004 0.107
H -2.9637 6.5459 5.0058 0.002 -0.006 0.000 0.101
H -2.2584 4.4802 6.1782 0.001 0.001 -0.006 0.102
H -1.3702 2.5876 4.9252 0.010 -0.019 -0.014 0.103
N -2.3849 -4.9912 -6.0237 -0.031 -0.035 -0.017 0.108
C -2.1300 -4.6131 -4.7170 0.026 0.028 0.020 -0.324
C -0.9582 -5.0248 -4.0735 -0.019 0.002 0.003 -0.027
C -0.7234 -4.6842 -2.7558 0.014 -0.014 -0.012 -0.070
C -1.6439 -3.8998 -2.0696 0.015 -0.060 -0.026 -0.298
C -2.8212 -3.5043 -2.6908 -0.019 0.042 0.015 -0.069
C -3.0670 -3.8632 -4.0020 -0.002 0.010 -0.019 -0.035
S -1.3806 -3.4713 -0.3828 0.051 -0.020 0.015 0.584
O -0.8339 -4.6140 0.2903 -0.037 0.019 0.047 -0.281
O -2.6062 -2.8778 0.0765 0.000 0.008 0.045 -0.314
N -0.2878 -2.2533 -0.3508 -0.063 -0.176 -0.131 -0.214
C 1.0338 -2.3916 -0.6374 -0.143 0.086 0.057 -0.540
N 1.6431 -1.1873 -0.5457 0.007 0.013 -0.140 -0.006
C 2.9133 -1.0789 -0.8887 -0.029 -0.044 0.070 -0.108
C 3.6348 -2.1948 -1.2789 0.015 0.019 0.010 -0.038
C 2.9364 -3.3938 -1.3120 -0.014 0.007 0.003 -0.106
N 1.6470 -3.5138 -1.0108 0.083 0.003 0.016 0.148
H -1.5986 -5.2777 -6.5802 0.016 0.007 -0.002 0.089
H -3.0766 -4.4624 -6.5263 0.004 0.012 0.005 0.086
H -0.2399 -5.6336 -4.6105 -0.006 0.003 0.000 0.112
H 0.1717 -5.0170 -2.2485 -0.024 0.000 -0.006 0.100
H -3.5467 -2.9277 -2.1311 0.011 -0.008 0.004 0.110
H -3.9931 -3.5651 -4.4802 0.003 0.005 -0.003 0.115
H 3.3458 -0.0866 -0.8394 0.024 0.006 -0.011 0.105
H 4.6783 -2.1324 -1.5478 -0.009 -0.004 -0.002 0.102
H 3.4363 -4.3093 -1.6124 -0.010 0.000 0.007 0.114
Cl 0.2879 -1.3259 -3.6950 0.006 0.116 0.017 0.837
C -1.2925 -0.8683 -4.1927 0.024 -0.037 -0.092 -0.568
C -1.6478 -1.0324 -5.5111 0.023 0.019 0.025 -0.102
C -2.9394 -0.7326 -5.9262 -0.006 -0.023 -0.036 -0.058
C -3.8987 -0.3084 -5.0122 0.013 0.004 0.043 -0.101
C -3.5564 -0.1424 -3.6913 -0.031 -0.017 -0.028 -0.585
Cl -4.7684 0.2902 -2.5493 0.043 0.019 0.002 0.768
C -2.2207 -0.3621 -3.2341 0.011 -0.037 0.226 -0.419
N -1.8964 -0.1149 -1.9809 -0.352 -0.046 -0.141 0.103
H -0.9112 -1.4080 -6.2076 -0.004 0.007 -0.007 0.112
H -3.2076 -0.8541 -6.9673 -0.004 0.008 0.010 0.112
H -4.9167 -0.1126 -5.3187 0.007 -0.007 -0.012 0.110
Cl 6.1407 3.2202 -3.1063 -0.043 0.031 0.017 0.736
C 5.9855 3.0009 -1.3937 0.018 -0.039 -0.052 -0.583
C 7.1381 2.9995 -0.6267 0.018 -0.005 -0.038 -0.110
C 7.0704 2.7319 0.7302 -0.051 0.007 0.007 -0.083
C 5.8414 2.4743 1.3153 0.043 0.000 0.016 -0.110
C 4.6966 2.5156 0.5414 -0.075 0.064 -0.012 -0.566
Cl 3.1609 2.2648 1.3218 -0.089 -0.085 -0.046 0.760
C 4.7189 2.7832 -0.8353 0.039 0.051 0.221 -0.316
N 3.5577 2.7841 -1.5919 0.044 -0.259 -0.171 0.066
C 3.1305 3.8819 -2.3627 -0.037 0.132 0.084 -0.242
C 3.5631 5.1711 -2.0660 0.003 0.013 -0.037 -0.042
C 3.1061 6.2513 -2.8036 0.032 -0.003 0.026 -0.085
C 2.1966 6.0563 -3.8313 -0.029 -0.020 -0.020 -0.087
C 1.7640 4.7704 -4.1219 -0.028 0.024 -0.028 -0.029
C 2.2275 3.6713 -3.4119 0.058 -0.043 0.037 -0.161
C 1.7663 2.2763 -3.7454 0.035 -0.001 -0.040 -0.044
C 0.6277 1.8576 -2.8163 -0.073 -0.033 -0.013 -0.683
O -0.5310 2.1390 -3.0949 0.008 -0.143 -0.031 0.019
O 1.0205 1.2499 -1.7423 -0.021 -0.037 -0.137 -0.247
H 8.0858 3.1846 -1.1130 -0.001 -0.005 0.011 0.104
H 7.9710 2.7220 1.3283 -0.002 -0.008 -0.003 0.107
H 5.7547 2.2669 2.3729 0.010 -0.003 -0.008 0.104
H 2.8206 2.1523 -1.2961 -0.036 0.045 -0.038 0.069
H 4.2548 5.3246 -1.2462 0.000 -0.001 0.001 0.119
H 3.4516 7.2484 -2.5613 0.004 -0.007 -0.005 0.103
H 1.8294 6.8964 -4.4059 -0.003 -0.005 0.005 0.099
H 1.0547 4.6053 -4.9244 0.003 0.003 0.004 0.117
H 2.6058 1.5858 -3.6455 -0.050 -0.038 0.020 0.120
H 1.3842 2.2332 -4.7641 0.009 0.082 -0.010 0.124
```
Forces are in eV/Å.

As for the spin multiplicity: 5. The HOMO energy (alpha / beta) is -7.7 / -7.9 eV. Its maximum force is 0.0200 Eh/bohr.

=====

# C46H48CrN9O

A molecular structure, C46H48CrN9O at a distorted geometry (ωB97M-V/def2-TZVPD, the Open Molecules 2025 dataset).

Geometry as XYZ:
```
105
Properties=species:S:1:pos:R:3:forces:R:3:lowdin_charge:R:1
Cr -4.2000 -15.0451 8.6703 0.340 1.363 1.051 0.738
C -2.5715 -12.2188 9.3892 0.376 -0.066 0.285 -0.277
O -3.1408 -13.2665 8.7150 -0.229 -0.321 -0.576 -0.430
H -1.7929 -12.5441 10.1146 -0.167 0.049 0.048 0.056
H -2.0278 -11.5137 8.7325 -0.194 -0.011 -0.073 0.050
H -3.3009 -11.6177 9.9613 0.053 0.033 0.012 0.038
N -0.3849 -13.3888 5.1615 -0.089 -0.214 0.016 0.058
C 0.8940 -13.2977 4.8012 -0.305 -0.158 -0.007 -0.165
C 1.7235 -12.2805 5.2376 0.218 0.014 -0.651 -0.080
C 1.2175 -11.3364 6.1054 0.216 0.126 0.269 -0.070
C -0.1021 -11.4330 6.5126 0.296 0.233 -0.193 -0.056
C -0.8622 -12.4582 5.9808 -0.371 -0.018 0.373 -0.161
H 1.2306 -14.0973 4.1495 0.216 0.177 -0.086 0.109
H 2.7183 -12.1829 4.8218 0.091 -0.139 0.235 0.111
H 1.8731 -10.5587 6.4774 -0.132 0.094 -0.012 0.115
H -0.5184 -10.7014 7.1893 -0.119 -0.077 0.034 0.095
H -1.9058 -12.5589 6.2704 0.040 0.013 0.000 0.084
N -2.3945 -16.1879 8.2705 -0.208 -0.064 0.090 -0.028
C -1.5240 -15.7580 7.3516 -0.236 0.607 -0.064 -0.129
C -0.5383 -16.5561 6.8083 0.154 0.101 0.201 -0.034
C -0.3610 -17.8212 7.3356 -0.128 -0.278 -0.356 -0.030
C -1.2332 -18.2674 8.3182 0.229 -0.233 -0.344 -0.037
C -2.2343 -17.4256 8.7396 -0.085 -0.240 0.639 -0.128
H -1.6000 -14.7028 7.1129 -0.216 -0.141 -0.307 0.088
H 0.0752 -16.1614 6.0114 0.103 0.027 0.081 0.106
H 0.4187 -18.4709 6.9585 -0.003 0.009 0.025 0.120
H -1.1715 -19.2808 8.6873 0.078 0.079 0.232 0.116
H -2.8736 -17.7265 9.5643 -0.241 -0.016 -0.252 0.118
N -6.3140 -7.9950 10.7867 0.753 -0.066 -0.161 0.069
C -5.1114 -7.4196 10.9658 -1.414 0.300 -0.044 -0.141
C -4.0015 -7.7125 10.1989 0.503 0.049 0.673 -0.075
C -4.0460 -8.7895 9.3349 -0.260 0.306 -0.179 -0.089
C -5.2670 -9.4309 9.1693 0.566 0.052 -0.374 -0.082
C -6.3606 -8.9516 9.8661 -0.471 -0.571 0.346 -0.182
H -5.1508 -6.6556 11.7339 0.520 0.082 -0.079 0.111
H -3.0950 -7.1464 10.3724 0.051 -0.086 -0.098 0.109
H -3.1595 -9.0726 8.7832 -0.064 -0.139 -0.046 0.102
H -5.3458 -10.2537 8.4695 -0.170 -0.039 0.074 0.099
H -7.3272 -9.4350 9.7460 -0.014 0.131 -0.166 0.097
N -4.4669 -10.3791 15.5077 -0.056 -0.039 0.221 0.060
C -3.1913 -10.3323 15.1428 0.393 -0.192 -0.091 -0.148
C -2.7829 -10.2275 13.8210 -0.276 0.363 -0.468 -0.069
C -3.7625 -10.2284 12.8417 -0.095 0.066 -0.550 -0.079
C -5.0907 -10.2749 13.2027 -0.544 -0.433 0.571 -0.078
C -5.3936 -10.3309 14.5560 0.082 0.166 0.147 -0.149
H -2.4449 -10.4309 15.9249 -0.088 0.160 0.079 0.103
H -1.7582 -10.0756 13.5121 0.128 -0.243 0.328 0.095
H -3.5343 -10.1748 11.7831 0.283 0.030 0.087 0.081
H -5.9101 -10.3220 12.4980 0.164 0.234 -0.198 0.078
H -6.4188 -10.3056 14.9110 -0.028 -0.115 -0.113 0.105
N -6.1315 -14.0829 9.1475 0.362 -0.376 -0.398 -0.024
C -7.2781 -14.5659 8.6624 -0.260 0.143 -0.575 -0.118
C -8.5137 -14.0098 8.9434 0.324 -0.173 0.397 -0.033
C -8.5590 -12.9707 9.8634 -0.269 0.289 -0.696 -0.033
C -7.3715 -12.4253 10.3245 -0.232 -0.123 -0.010 -0.034
C -6.1791 -12.9972 9.9182 0.116 0.128 0.619 -0.118
H -7.1936 -15.3674 7.9362 0.014 -0.109 0.190 0.110
H -9.4065 -14.3932 8.4725 -0.018 -0.070 0.064 0.115
H -9.5233 -12.5289 10.0838 0.110 0.034 0.280 0.120
H -7.3752 -11.5639 10.9758 0.088 -0.013 0.034 0.096
H -5.2359 -12.5982 10.2729 0.080 -0.093 -0.161 0.106
N -4.6439 -14.9354 6.6123 -0.473 -0.407 -0.124 -0.042
C -4.4758 -13.7682 5.9867 -0.003 0.400 0.135 -0.118
C -4.4968 -13.6525 4.6136 -0.028 -0.162 -0.718 -0.026
C -4.7316 -14.7802 3.8331 -0.101 -0.026 0.505 -0.026
C -4.9728 -15.9830 4.4868 0.197 0.195 -0.362 -0.039
C -4.9450 -16.0060 5.8632 0.610 -0.420 0.072 -0.121
H -4.3226 -12.9091 6.6296 0.234 -0.102 0.056 0.107
H -4.2915 -12.7070 4.1309 -0.087 0.091 0.169 0.118
H -4.7473 -14.7385 2.7532 0.108 0.099 -0.010 0.118
H -5.0822 -16.9002 3.9256 -0.271 -0.010 0.080 0.115
H -5.0599 -16.9569 6.3727 -0.065 0.124 0.152 0.118
N 0.1297 -11.8962 15.3786 0.054 -0.006 -0.204 0.073
C 1.2372 -11.1761 15.2184 0.142 0.466 0.144 -0.144
C 1.8131 -10.8887 13.9889 0.184 -0.591 -0.390 -0.059
C 1.2230 -11.4079 12.8406 0.240 0.001 0.361 -0.074
C 0.0983 -12.1975 12.9956 0.029 0.158 -0.283 -0.102
C -0.4048 -12.3972 14.2689 -0.265 -0.306 0.003 -0.183
H 1.6874 -10.7620 16.1154 -0.048 -0.149 0.051 0.108
H 2.7800 -10.4085 13.9215 -0.172 0.350 0.125 0.105
H 1.6618 -11.2383 11.8657 -0.022 0.004 -0.015 0.107
H -0.3731 -12.6374 12.1253 -0.155 0.015 0.098 0.074
H -1.2999 -13.0009 14.3882 -0.002 0.055 0.123 0.093
N 3.6451 -13.5729 9.6643 0.561 -0.032 0.154 0.067
C 2.9013 -13.9067 10.6996 -0.829 -0.193 0.528 -0.151
C 1.5492 -14.2320 10.5831 -0.145 -0.344 -0.041 -0.075
C 1.0085 -14.3540 9.3215 -0.059 0.404 -0.483 -0.068
C 1.8217 -14.1143 8.2237 -0.038 0.080 -0.034 -0.064
C 3.1121 -13.6709 8.4537 0.125 -0.239 -0.256 -0.143
H 3.3561 -13.9453 11.6849 0.168 0.283 -0.098 0.111
H 0.9078 -14.4394 11.4297 0.327 0.051 0.235 0.083
H -0.0444 -14.5492 9.1518 0.026 -0.224 0.187 0.080
H 1.4556 -14.2493 7.2157 -0.030 0.125 -0.015 0.075
H 3.7857 -13.4263 7.6393 -0.139 0.047 -0.103 0.107
N -3.8829 -15.1069 10.8894 -0.383 -0.835 -0.432 -0.003
C -4.8365 -15.3225 11.8044 -0.395 0.017 -0.091 -0.116
C -4.5882 -15.4099 13.1594 0.533 -0.128 0.053 -0.026
C -3.2698 -15.2879 13.5858 -0.035 -0.080 0.014 -0.033
C -2.2688 -15.1419 12.6376 0.005 -0.034 0.220 -0.041
C -2.6225 -15.0696 11.3078 0.400 0.517 -0.214 -0.131
H -5.8454 -15.4278 11.4213 0.035 0.041 0.040 0.112
H -5.3675 -15.6360 13.8715 -0.163 0.193 -0.094 0.116
H -3.0313 -15.3322 14.6411 0.020 -0.026 -0.024 0.121
H -1.2235 -15.0945 12.9103 -0.023 0.043 0.081 0.105
H -1.8771 -14.9137 10.5357 -0.032 -0.048 0.032 0.093
```
Forces are in eV/Å.

As for the spin multiplicity: 5. The HOMO energy (alpha / beta) is -10.0 / -10.8 eV. Its maximum force is 0.0341 Eh/bohr. As for the net charge: +1.